No. 1
The following is a quantum chemistry calculation of an isolated molecule of C2H6N2S2 at a distorted geometry, from OMol25.

structure (SMILES)	[H]/N=C(/NS)SC
largest force on an atom	1.95	eV Å⁻¹
charge	0
orbital gap	0.357	Ha
lowest unoccupied orbital energy	0.610	eV
calculated total energy	-985.65916	hartree

Each line ends with the natural charge from an NBO analysis.
Positions of all 12 atoms, in Å:
C 1.08802 -1.71159 0.66132  -0.726
C 0.39393 0.94855 0.11777  0.282
H 0.05104 -2.11472 0.56472  0.224
H 1.20529 -1.37619 1.65315  0.221
H 1.83039 -2.47154 0.36306  0.231
H 1.67321 2.37010 -0.15682  0.357
H -1.32929 1.50010 0.91244  0.403
H -2.45175 -1.09296 0.66903  0.110
N 0.73037 2.18736 0.14840  -0.692
N -0.89928 0.61017 0.63602  -0.769
S 1.45479 -0.36900 -0.52916  0.195
S -1.99781 -0.36971 -0.35653  0.166

***

No. 2
The following is a quantum chemistry calculation of a cluster of 2 separate species, C2H6N2S3 in total at a distorted geometry, from OMol25.

largest force on an atom	4.86	eV Å⁻¹
charge	0
orbital gap (spin up / spin down)	0.259 / 0.209	Ha
lowest unoccupied orbital energy (spin up / spin down)	0.577 / -2.602	eV
2S+1	3
calculated total energy	-1383.72101	hartree

Each line ends with the Mulliken spin population.
Positions of all 13 atoms, in Å:
C -0.14807 0.55712 0.84027  0.003
C -2.47234 0.61814 0.01239  -0.001
N 3.26393 0.23363 -1.18593  0.157
N -1.18521 0.88547 0.39514  0.055
S 1.30160 0.51102 1.53288  0.107
S -1.14190 -2.45711 0.16231  1.009
S 2.39072 -0.87810 -0.36880  0.700
H -2.50036 -0.41786 0.05067  0.000
H -3.09955 0.96478 0.70233  0.003
H -2.50813 1.17824 -0.99523  0.001
H 2.82611 0.80124 -1.91112  -0.007
H 4.02398 0.59903 -0.68468  -0.005
H -0.75079 -2.59560 1.44979  -0.022

***

No. 3
The following is a quantum chemistry calculation of a cluster of 2 separate species, C2H6N3 in total at a distorted geometry, from OMol25.

largest force on an atom	3.76	eV Å⁻¹
charge	+1
orbital gap	0.378	Ha
lowest unoccupied orbital energy	-4.832	eV
calculated total energy	-243.76578	hartree

Each line ends with the natural charge from an NBO analysis.
Positions of all 11 atoms, in Å:
C 0.97255 1.84979 -0.39341  0.138
C -0.84260 -1.72502 0.32398  0.584
N -0.01968 1.16414 -0.79011  -0.593
N -0.98391 -2.91621 -0.27523  -0.815
N -0.88111 -0.63672 0.64319  -0.474
H 1.58360 2.36808 -1.15229  0.221
H 1.29767 1.70155 0.59998  0.221
H -0.85703 -2.86740 -1.27352  0.427
H -0.71248 -3.75490 0.15791  0.437
H -0.20374 0.78159 -1.74958  0.437
H -0.39196 0.47900 -0.00179  0.418

***

No. 4
The following is a quantum chemistry calculation of the ion C2H6N3 with charge +1 at a distorted geometry, from OMol25.

largest force on an atom	4.54	eV Å⁻¹
charge	+1
orbital gap (spin up / spin down)	0.338 / 0.333	Ha
lowest unoccupied orbital energy (spin up / spin down)	-3.762 / -8.526	eV
2S+1	3
calculated total energy	-243.56284	hartree

Each line ends with the Mulliken spin population.
Positions of all 11 atoms, in Å:
C 0.64255 -1.06105 0.10535  0.419
C -0.91611 0.77264 -0.21063  0.012
N 1.32778 -1.22432 1.30381  0.781
N 0.10930 -1.07758 1.38117  0.775
N 0.47832 0.40967 -0.42998  -0.010
H 0.59503 -1.79922 -0.61969  0.018
H -1.11388 0.70128 0.87126  0.001
H -1.20636 1.71805 -0.68080  0.000
H -1.70534 0.20225 -0.55900  0.000
H 0.99236 0.95117 0.23737  0.003
H 0.79636 0.40711 -1.39885  0.001

***

No. 5
The following is a quantum chemistry calculation of the ion C2H6N3O with charge +1 at a distorted geometry, from OMol25.

structure (SMILES)	C=[NH+]NC(N)=O
largest force on an atom	3.12	eV Å⁻¹
charge	+1
orbital gap	0.371	Ha
lowest unoccupied orbital energy	-4.869	eV
calculated total energy	-318.99024	hartree

Each line ends with the natural charge from an NBO analysis.
Positions of all 12 atoms, in Å:
C -1.66228 -0.23806 0.08848  0.792
C 1.28527 -0.05095 -0.72894  -0.068
N -1.44076 1.11263 0.12089  -0.834
N -0.41768 -1.02472 0.58392  -0.471
N 0.79281 -0.87286 0.10801  -0.200
O -2.51511 -0.96415 -0.32854  -0.471
H 0.46545 0.62593 -1.23454  0.242
H 2.38781 -0.09644 -1.01976  0.275
H -0.76096 1.55870 0.68094  0.426
H -0.59653 -1.89100 1.04973  0.428
H 1.44951 -1.47122 0.64941  0.447
H -1.85350 1.55593 -0.68579  0.435

***

No. 6
The following is a quantum chemistry calculation of a structure of composition C2H6N3O at a distorted geometry, from OMol25.

largest force on an atom	3.57	eV Å⁻¹
charge	+1
orbital gap	0.372	Ha
lowest unoccupied orbital energy	-4.265	eV
calculated total energy	-318.86766	hartree

Each line ends with the natural charge from an NBO analysis.
Positions of all 12 atoms, in Å:
C 0.47771 -0.88164 0.70060  0.120
C 1.16979 1.10756 -0.44533  0.178
N 1.68075 -0.93904 0.46134  -0.055
N -0.30752 0.20207 0.29409  -0.385
N -1.61508 -0.20832 -0.16571  -0.531
O 2.11836 0.12282 -0.38038  -0.336
H -0.04294 -1.65173 1.26716  0.220
H 0.95748 1.36289 -1.45372  0.211
H 1.14343 1.84605 0.41626  0.231
H -1.98827 0.55637 -0.68261  0.457
H -1.94343 -0.48528 0.78315  0.469
H -1.65027 -1.03175 -0.79485  0.422

***

No. 7
The following is a quantum chemistry calculation of the ion C2H6N3O2 with charge +1 at a distorted geometry, from OMol25.

structure (SMILES)	[NH2+]=C1CNON1O
largest force on an atom	4.12	eV Å⁻¹
charge	+1
orbital gap	0.368	Ha
lowest unoccupied orbital energy	-4.491	eV
calculated total energy	-394.10850	hartree

Each line ends with the natural charge from an NBO analysis.
Positions of all 13 atoms, in Å:
C -0.41362 -0.36193 0.14832  0.483
C -0.80140 1.09574 0.23110  -0.336
N 0.53437 1.73453 -0.10485  -0.228
N 0.95358 -0.41159 -0.09778  0.128
N -1.22547 -1.34784 -0.01896  -0.682
O 1.47992 0.86487 0.29723  -0.186
O 1.69989 -1.52424 0.14061  -0.479
H -1.43608 1.44180 -0.60233  0.272
H -0.88333 1.34750 1.31663  0.276
H 0.57387 1.81472 -1.08369  0.344
H -2.19300 -1.24432 -0.10299  0.436
H -0.87352 -2.27164 -0.43915  0.453
H 2.58480 -1.13760 0.31587  0.519

***

No. 8
The following is a quantum chemistry calculation of a cluster of 2 separate species, C2H6N3S in total at a distorted geometry, from OMol25.

largest force on an atom	3.69	eV Å⁻¹
charge	+1
orbital gap (spin up / spin down)	0.392 / 0.172	Ha
lowest unoccupied orbital energy (spin up / spin down)	-3.056 / -9.126	eV
2S+1	3
calculated total energy	-641.82839	hartree

Each line ends with the Mulliken spin population.
Positions of all 12 atoms, in Å:
C -1.98894 0.38717 0.16233  0.003
C 1.34895 -1.04186 -0.12951  0.152
N -1.14317 0.07581 0.88394  0.003
N 2.94074 0.95537 0.68963  1.085
N -2.87959 0.76360 -0.69993  0.002
S 2.55024 0.20083 -0.54544  0.677
H 1.14958 -1.63834 -1.01147  0.009
H 0.40250 -0.56650 0.22499  0.029
H 1.69687 -1.67539 0.68079  0.016
H 2.58446 0.78216 1.62591  0.024
H -3.29924 1.67710 -0.61697  0.000
H -3.36239 0.08007 -1.26427  0.000

***

No. 9
The following is a quantum chemistry calculation of a structure of composition C2H6N4 at a distorted geometry, from OMol25.

largest force on an atom	5.74	eV Å⁻¹
charge	0
orbital gap	0.244	Ha
lowest unoccupied orbital energy	1.090	eV
calculated total energy	-298.68997	hartree

Each line ends with the natural charge from an NBO analysis.
Positions of all 12 atoms, in Å:
C 0.25425 0.47088 0.35926  0.184
C -0.31239 -0.50677 -0.39455  0.114
N 0.87148 1.62900 0.18956  -0.832
N -0.38803 -0.87282 -1.66630  -0.836
N -0.09838 -0.10847 1.50168  -0.481
N -0.84825 -1.11995 0.66293  -0.392
H 1.48802 1.75572 -0.60345  0.389
H 1.16408 2.16058 0.99913  0.381
H -0.44241 -0.15221 -2.37782  0.383
H -0.94880 -1.68219 -1.90068  0.382
H -0.29589 0.45353 2.33327  0.373
H -0.44369 -2.02731 0.89697  0.335

***

No. 10
The following is a quantum chemistry calculation of an isolated molecule of C2H6N4 at a distorted geometry, from OMol25.

structure (SMILES)	[H]/N=C(/N)NN=C
largest force on an atom	6.67	eV Å⁻¹
charge	0
orbital gap	0.336	Ha
lowest unoccupied orbital energy	0.627	eV
calculated total energy	-298.68795	hartree

Each line ends with the natural charge from an NBO analysis.
Positions of all 12 atoms, in Å:
C -1.02972 0.29981 -0.11506  0.519
C 2.24843 0.01778 0.09215  -0.173
H -3.13001 -0.01667 0.13420  0.431
H -2.05515 -1.61905 -0.11616  0.414
H 0.04116 1.79196 0.01722  0.354
H 0.51870 -1.28464 0.39271  0.348
H 2.92941 0.90539 0.15984  0.226
H 2.36717 -1.14951 0.34966  0.158
N -2.11304 -0.44224 -0.02841  -0.818
N -0.94786 1.67309 -0.06248  -0.751
N 0.07972 -0.55009 -0.39864  -0.481
N 1.09118 0.37416 -0.42503  -0.228

***

Q: What is the largest force on an atom in the fourth record?
A: 4.54 eV Å⁻¹